{"formula": "C19H43BN2O6PS", "method": "ωB97M-V/def2-TZVPD", "homo_ev": -11.414, "e_lumo_ev": -2.3, "smiles": "CCOC[N@H+]1[C@H](CCC(C)C)C[C@](CCCS(=O)(=O)O)([PH2]=N)[C@]1(COC)B(O)CC", "total_charge": 1, "symbols": ["C", "C", "O", "C", "N", "C", "C", "C", "C", "C", "C", "C", "C", "C", "C", "C", "S", "O", "O", "O", "P", "N", "C", "C", "O", "C", "B", "O", "C", "C", "H", "H", "H", "H", "H", "H", "H", "H", "H", "H", "H", "H", "H", "H", "H", "H", "H", "H", "H", "H", "H", "H", "H", "H", "H", "H", "H", "H", "H", "H", "H", "H", "H", "H", "H", "H", "H", "H", "H", "H", "H", "H", "H"], "xyz": [[4.9176, 0.8684, 0.1813], [3.7814, 0.6599, -0.8041], [2.5181, 0.5802, -0.1121], [1.5410, 0.0605, -0.9503], [0.2027, 0.4370, -0.3794], [-0.7510, 0.7181, -1.4983], [-1.2823, 2.1602, -1.6301], [-0.4420, 3.2832, -0.9810], [-0.1876, 4.4936, -1.9196], [-0.6354, 5.7972, -1.2577], [1.3128, 4.5961, -2.2238], [-1.8297, -0.3931, -1.3654], [-1.2995, -1.4687, -0.3595], [-0.6191, -2.5777, -1.1958], [-0.0010, -3.7811, -0.4266], [-0.6574, -5.1010, -0.8435], [-0.4827, -6.4415, 0.3032], [-0.6239, -7.6516, -0.4372], [-1.3008, -6.2472, 1.4567], [1.0351, -6.2615, 0.7393], [-2.7907, -2.2474, 0.4189], [-2.4892, -3.1797, 1.6277], [-0.4140, -0.5992, 0.5670], [0.6022, -1.2682, 1.4655], [1.0637, -0.2429, 2.3263], [2.3722, -0.3868, 2.8460], [-1.3751, 0.1429, 1.6840], [-1.7108, -0.5715, 2.7915], [-1.9174, 1.6158, 1.5208], [-2.8194, 2.0822, 2.6790], [4.6832, 0.4716, 1.1610], [5.1645, 1.9243, 0.2469], [5.8016, 0.3651, -0.2033], [3.9372, -0.2542, -1.3808], [3.7204, 1.4972, -1.5019], [1.6423, 0.4864, -1.9492], [1.6312, -1.0232, -1.0281], [0.4554, 1.2200, 0.2336], [-0.3238, 0.4935, -2.4674], [-1.3020, 2.3704, -2.6977], [-2.3149, 2.2337, -1.3024], [-0.9889, 3.6679, -0.1257], [0.5362, 2.9386, -0.6439], [-0.7459, 4.3751, -2.8485], [-0.3172, 6.6511, -1.8529], [-1.7105, 5.8498, -1.1027], [-0.1328, 5.8970, -0.2937], [1.5536, 5.4597, -2.8339], [1.6675, 3.6724, -2.6852], [1.8338, 4.6758, -1.2676], [-2.8625, -0.0602, -1.2831], [-1.8202, -0.9042, -2.3298], [0.1195, -2.1445, -1.8701], [-1.3946, -2.9759, -1.8520], [-0.0611, -3.6604, 0.6488], [1.0336, -3.8465, -0.7576], [-1.7330, -5.0118, -0.9886], [-0.2448, -5.4665, -1.7819], [1.0576, -6.4107, 1.6928], [-3.3007, -2.9368, -0.7008], [-3.6799, -1.1703, 0.6312], [-2.9802, -2.8780, 2.4592], [0.0598, -2.0283, 2.0312], [1.4115, -1.7776, 0.9363], [2.8261, -1.3370, 2.5672], [2.3472, -0.3396, 3.9331], [3.0105, 0.4168, 2.4895], [-1.4733, -0.0995, 3.5932], [-1.1018, 2.3312, 1.4235], [-2.5333, 1.6098, 0.6192], [-3.8111, 1.6425, 2.5977], [-2.9631, 3.1581, 2.6043], [-2.4150, 1.8408, 3.6573]], "forces_ev_per_angstrom": [[0.037, 0.194, -0.518], [0.058, 0.058, 0.149], [-0.080, -0.070, 0.062], [0.664, -0.001, 0.094], [1.131, -0.465, 0.184], [-1.945, -0.087, 0.023], [0.519, 0.262, 0.031], [-0.502, 0.381, -0.615], [0.326, 0.323, 0.265], [0.304, -0.064, -0.004], [-0.381, -0.466, 0.321], [0.543, -0.762, -1.036], [-0.478, 0.664, -0.722], [0.038, -0.420, 0.462], [-0.055, 0.098, -0.692], [0.143, 0.202, -0.107], [-0.845, -0.674, -0.179], [0.215, 0.119, -0.144], [0.262, 0.287, 0.155], [0.172, 0.119, -0.097], [0.443, -0.670, 1.030], [-0.241, 0.305, -0.414], [-1.362, -0.608, 0.528], [0.110, -0.213, -0.130], [0.052, 0.169, -0.307], [0.303, -0.063, 0.357], [0.101, 0.819, 0.016], [0.647, -0.435, -0.375], [-0.178, -0.478, 0.762], [-0.054, 0.121, -0.498], [-0.012, -0.082, 0.077], [-0.047, 0.061, 0.288], [0.091, -0.054, 0.098], [-0.092, -0.125, 0.031], [0.007, -0.017, -0.161], [-0.240, 0.150, -0.047], [-0.206, -0.075, 0.010], [-0.367, 0.387, -0.385], [1.019, 0.003, 0.358], [-0.089, -0.136, -0.103], [-0.047, -0.108, 0.123], [0.128, -0.131, 0.234], [0.044, -0.096, 0.145], [-0.014, -0.098, -0.081], [-0.150, 0.078, -0.096], [-0.088, -0.022, 0.013], [-0.081, 0.025, 0.115], [0.084, -0.010, -0.164], [0.109, 0.084, -0.270], [0.151, 0.193, -0.010], [0.057, 0.342, 0.673], [-0.299, 0.080, -0.096], [0.049, 0.089, -0.018], [-0.042, 0.093, -0.141], [-0.014, 0.021, 0.074], [0.232, -0.041, 0.485], [-0.120, -0.045, 0.193], [0.040, -0.028, -0.047], [0.151, -0.008, 0.262], [-0.069, 0.380, -0.244], [0.002, 0.103, -0.239], [0.177, -0.234, 0.228], [-0.061, -0.082, 0.021], [0.198, 0.194, -0.003], [-0.060, -0.094, -0.095], [-0.138, -0.027, 0.067], [-0.070, 0.100, -0.107], [-0.532, 0.176, 0.339], [0.067, 0.024, -0.346], [0.221, 0.284, -0.248], [-0.003, -0.187, 0.120], [0.029, 0.079, 0.212], [0.042, 0.106, 0.134]], "lowdin_charge": [-0.040, -0.215, -0.115, -0.148, 0.067, -0.199, -0.102, -0.158, -0.420, -0.076, -0.073, -0.098, -0.445, -0.171, -0.204, -0.231, 0.569, -0.261, -0.272, -0.146, 0.809, -0.221, -0.201, -0.154, -0.161, -0.057, -0.458, 0.147, -0.124, -0.077, 0.062, 0.083, 0.086, 0.125, 0.124, 0.145, 0.136, 0.160, 0.144, 0.118, 0.109, 0.095, 0.101, 0.126, 0.081, 0.082, 0.086, 0.082, 0.072, 0.083, 0.116, 0.120, 0.111, 0.100, 0.084, 0.114, 0.104, 0.115, 0.101, 0.036, 0.039, -0.003, 0.135, 0.131, 0.101, 0.098, 0.070, 0.130, 0.098, 0.098, 0.085, 0.080, 0.073]}

{"formula": "C19H43Cl3OPbSi4", "method": "ωB97M-V/def2-TZVPD", "de_lowest_kcal_mol": 0.00, "homo_ev": -0.172, "e_lumo_ev": 4.3, "total_charge": -2, "symbols": ["C", "C", "C", "C", "C", "C", "C", "C", "C", "C", "Pb", "Cl", "Cl", "Cl", "H", "H", "H", "H", "H", "H", "H", "H", "H", "H", "H", "H", "H", "H", "H", "O", "H", "C", "Si", "C", "C", "Si", "Si", "C", "C", "C", "Si", "C", "C", "C", "H", "H", "H", "H", "H", "H", "H", "H", "H", "H", "H", "H", "H", "H", "H", "H", "H", "H", "H", "H", "H", "H", "H", "H", "H", "H", "H"], "xyz": [[0.8069, -2.7655, -0.5426], [0.4308, -2.2471, -1.8073], [-0.9608, -1.9845, -1.7683], [1.3088, -2.1410, -2.9868], [-1.4260, -2.2598, -0.4536], [-0.3271, -2.7124, 0.3154], [-0.3256, -3.0538, 1.7488], [2.1311, -3.3141, -0.2048], [-1.7696, -1.5194, -2.9045], [-2.8181, -2.1390, -0.0093], [0.6167, 0.1847, 1.6120], [1.1622, 2.0099, -0.8869], [3.1248, -0.4868, 1.4796], [-1.9331, 1.1820, 0.2860], [2.3244, -1.8661, -2.6751], [0.9280, -1.3628, -3.6572], [1.3458, -3.0966, -3.5386], [-1.2586, -0.7089, -3.4417], [-2.7395, -1.1582, -2.5562], [-1.9287, -2.3461, -3.6112], [-3.2030, -1.1334, -0.2340], [-2.8926, -2.2951, 1.0689], [-3.4496, -2.8793, -0.5266], [-1.2709, -2.7689, 2.2159], [0.4989, -2.5609, 2.2986], [-0.2000, -4.1396, 1.8631], [2.9322, -2.6968, -0.6395], [2.2074, -4.3368, -0.6208], [2.2838, -3.3409, 0.8807], [0.6337, -0.0868, 4.1584], [1.1575, -0.6617, 4.7537], [-1.7958, 2.1946, 3.3586], [-0.2804, 3.2537, 3.2118], [-0.7909, 4.9503, 3.8915], [1.1163, 2.3814, 4.1402], [0.4482, 3.2521, 0.8746], [-1.0340, 4.7870, -0.0564], [-0.6118, 6.6061, 0.3009], [-0.9366, 4.3969, -1.8918], [-2.8149, 4.5106, 0.4958], [2.6122, 4.2078, 0.7509], [2.9072, 5.6358, 1.9137], [3.8973, 2.8706, 1.1179], [2.8783, 4.7316, -1.0639], [-2.3487, 2.5179, 4.2579], [-1.5165, 1.1339, 3.4885], [-2.4618, 2.2744, 2.4806], [-1.0615, 4.8101, 4.9539], [0.0036, 5.7109, 3.8335], [-1.6807, 5.3423, 3.3728], [0.9524, 1.0092, 4.3664], [2.0688, 2.3560, 3.5781], [1.2636, 2.8115, 5.1568], [0.4049, 6.8746, -0.0307], [-1.3365, 7.2285, -0.2576], [-0.7223, 6.8368, 1.3744], [-1.3432, 3.3928, -2.0634], [-1.5603, 5.1354, -2.4068], [0.0826, 4.4402, -2.2854], [-3.1626, 3.5397, 0.1242], [-2.9402, 4.5322, 1.5797], [-3.4197, 5.3101, 0.0564], [2.7601, 5.3431, 2.9563], [3.9497, 5.9605, 1.8115], [2.2694, 6.4930, 1.6937], [3.8869, 2.0553, 0.3733], [4.8930, 3.3510, 1.1068], [3.7520, 2.4023, 2.1056], [2.8481, 3.8615, -1.7423], [2.1312, 5.4668, -1.4011], [3.8782, 5.1873, -1.1366]], "forces_ev_per_angstrom": [[-0.553, 1.249, -0.412], [-0.751, -0.726, 1.257], [0.657, -0.363, 1.461], [0.174, 0.036, -0.243], [1.125, -0.020, -0.955], [0.151, 0.984, -0.970], [0.138, -0.533, 0.573], [0.457, -0.206, -0.051], [-0.176, 0.138, -0.351], [-0.741, 0.281, -0.057], [-0.305, -1.158, -0.224], [-0.717, -0.115, 0.993], [0.188, -0.036, 0.112], [0.245, 0.293, -0.111], [-0.019, -0.078, -0.247], [0.180, -0.087, -0.138], [0.200, 0.203, -0.146], [-0.220, -0.019, -0.052], [-0.042, 0.080, -0.173], [-0.205, 0.140, -0.224], [-0.122, -0.227, 0.158], [-0.225, 0.004, -0.013], [-0.161, 0.071, 0.222], [0.096, -0.025, 0.154], [-0.250, -0.372, 0.042], [0.013, -0.038, 0.438], [-0.024, -0.261, 0.174], [0.324, 0.078, 0.239], [0.129, -0.115, -0.195], [0.246, -1.699, 0.674], [-0.376, 0.191, -0.743], [-0.931, -0.076, -0.057], [1.379, -2.017, 0.712], [0.027, 0.557, -0.403], [0.066, 1.322, 0.089], [0.456, 1.106, -0.481], [-0.022, -0.678, -0.167], [-0.033, 0.102, -0.110], [-0.309, 0.441, -0.059], [0.054, 0.135, -0.242], [-0.436, -1.039, -0.404], [0.335, 0.403, 0.113], [0.236, 0.094, 0.026], [0.276, 0.214, 0.055], [0.096, -0.167, -0.091], [-0.176, 0.476, -0.042], [0.248, -0.101, 0.483], [0.178, -0.087, -0.370], [-0.200, -0.223, 0.040], [0.216, -0.073, 0.151], [-0.601, 0.801, -0.666], [-0.181, 0.427, 0.339], [0.173, -0.052, -0.456], [-0.325, -0.064, 0.165], [0.273, -0.126, 0.210], [0.112, -0.072, -0.363], [0.111, 0.160, 0.077], [0.004, -0.069, -0.292], [-0.132, -0.003, 0.049], [0.113, 0.169, 0.127], [0.000, 0.004, -0.021], [-0.166, 0.033, 0.047], [-0.088, -0.067, -0.056], [-0.023, 0.067, 0.033], [-0.073, 0.034, 0.033], [-0.043, 0.410, 0.329], [-0.170, -0.204, 0.015], [0.077, 0.199, -0.369], [-0.014, 0.413, 0.417], [0.215, -0.157, 0.065], [-0.160, 0.038, -0.118]], "lowdin_charge": [-0.294, -0.266, -0.267, -0.084, -0.302, -0.320, -0.125, -0.124, -0.085, -0.121, 0.977, 0.148, -0.199, -0.119, 0.062, 0.057, 0.066, 0.063, 0.059, 0.063, 0.007, 0.054, 0.065, 0.060, 0.031, 0.068, 0.044, 0.067, 0.043, -0.407, 0.014, -0.295, 0.308, -0.220, -0.333, 0.079, 0.321, -0.221, -0.257, -0.245, 0.312, -0.229, -0.268, -0.257, 0.027, 0.002, -0.044, 0.028, 0.013, 0.007, -0.063, -0.036, -0.017, 0.010, 0.021, 0.015, 0.019, 0.016, 0.001, -0.023, 0.005, 0.016, 0.022, 0.019, 0.008, -0.012, 0.021, -0.003, -0.005, 0.007, 0.015]}

{"formula": "C19H43EuN2O2P2", "method": "ωB97M-V/def2-TZVPD", "s2": 15.761, "homo_ev": [-8.974, -9.527], "e_lumo_ev": [-2.7, -2.7], "spin_multiplicity": 8, "total_charge": 1, "symbols": ["Eu", "P", "P", "N", "C", "H", "H", "C", "H", "H", "C", "H", "H", "C", "H", "H", "C", "C", "H", "H", "H", "C", "C", "H", "H", "H", "C", "C", "H", "H", "H", "C", "C", "H", "H", "H", "C", "C", "H", "H", "H", "C", "H", "H", "H", "C", "H", "H", "H", "C", "H", "H", "H", "H", "H", "H", "H", "O", "H", "H", "C", "C", "N", "O", "H", "H", "H", "H", "H"], "xyz": [[-0.0988, 0.3842, -0.5099], [0.7504, 2.2392, 1.5336], [-1.8427, -1.8421, -1.0672], [-1.1573, -0.2979, 1.6382], [-0.0920, 1.6126, 3.0261], [0.6409, 1.6081, 3.8471], [-0.9112, 2.2910, 3.3228], [-0.6198, 0.1554, 2.9482], [0.1986, -0.5566, 3.1193], [-1.3408, -0.0143, 3.7736], [-1.7702, -1.6480, 1.7968], [-2.4203, -1.7095, 2.6946], [-0.8956, -2.2752, 2.0226], [-2.5437, -2.2306, 0.5788], [-3.6062, -1.9279, 0.6312], [-2.5043, -3.3255, 0.7078], [-0.9977, -3.3850, -1.6673], [0.0099, -3.0171, -2.7638], [0.6597, -3.8747, -2.9647], [0.6774, -2.1824, -2.5092], [-0.4744, -2.7656, -3.7122], [-3.3193, -1.4703, -2.1697], [-2.8491, -1.0902, -3.5980], [-3.7291, -0.6674, -4.1158], [-2.4952, -1.9811, -4.1585], [-2.0550, -0.3141, -3.5603], [0.1655, 4.0100, 1.3169], [0.7915, 4.6433, 0.0485], [0.2363, 5.5789, -0.1442], [0.6702, 3.9751, -0.8298], [1.8629, 4.8874, 0.2039], [2.5737, 2.2352, 1.9025], [3.3619, 2.2621, 0.5861], [4.4142, 2.0321, 0.7842], [3.3443, 3.2455, 0.1060], [3.0263, 1.5308, -0.1621], [0.7032, 1.3972, -2.9185], [-4.4344, -2.5371, -2.1681], [-4.1274, -3.4660, -2.6822], [-4.7928, -2.7699, -1.1463], [-5.2788, -2.1078, -2.7371], [0.2962, 4.9082, 2.5634], [-0.2172, 5.8565, 2.3244], [-0.1948, 4.4702, 3.4534], [1.3472, 5.1537, 2.7973], [3.0972, 3.2680, 2.8935], [4.1234, 2.9788, 3.1620], [3.1498, 4.2734, 2.4534], [2.5101, 3.2842, 3.8180], [-1.8764, -4.5600, -2.0781], [-2.3541, -4.3970, -3.0539], [-1.2240, -5.4389, -2.1809], [-2.6275, -4.7977, -1.3172], [-0.4132, -3.6744, -0.7763], [2.7081, 1.2289, 2.3372], [-3.7287, -0.5602, -1.6711], [-0.9228, 3.8491, 1.1386], [1.1969, 1.7128, -3.9187], [-1.8495, 0.3765, 1.2796], [-1.9483, 1.2233, 0.0102], [3.6426, -1.3783, -1.4760], [2.7657, -1.5609, -0.2955], [3.1222, -2.4033, 0.6921], [1.6403, -0.9864, -0.0802], [4.6181, -1.0085, -1.0724], [3.1629, -0.6403, -2.1707], [3.7429, -2.3924, -1.9377], [2.5327, -2.5491, 1.5206], [3.9692, -2.8679, 0.5808]], "forces_ev_per_angstrom": [[-0.276, 0.896, -1.093], [0.108, 0.804, -0.549], [-0.415, 0.194, -0.806], [-0.848, -0.517, 1.460], [-0.233, -0.345, 0.789], [-0.287, 0.208, -0.009], [0.341, -0.211, -0.253], [0.203, -0.588, -0.397], [0.140, 0.262, 0.325], [0.168, 0.167, -0.370], [0.662, 0.155, 0.070], [0.177, 0.160, -0.410], [-0.274, -0.291, -0.074], [-0.160, -0.291, 0.747], [0.513, -0.068, -0.151], [-0.302, 0.279, -0.013], [-0.010, 0.423, 0.311], [0.241, -0.220, -0.260], [-0.059, -0.015, -0.036], [-0.252, -0.070, 0.166], [-0.026, -0.020, 0.162], [0.211, -0.134, 0.608], [-0.369, -0.049, 0.383], [0.514, -0.173, -0.020], [-0.185, 0.594, 0.284], [-0.405, -0.479, -0.127], [-0.095, -0.540, 0.369], [-0.323, -0.002, 0.394], [0.406, -0.326, -0.109], [0.165, 0.407, 0.430], [-0.627, -0.131, -0.171], [-0.423, -0.258, -0.118], [0.397, 0.035, -0.100], [-0.031, 0.074, 0.021], [-0.072, -0.102, 0.119], [-0.162, 0.068, 0.256], [2.041, 1.370, -4.239], [-0.109, 0.241, -0.363], [-0.245, 0.519, 0.363], [0.219, 0.055, -0.560], [0.160, -0.312, 0.284], [-0.061, 0.337, -0.286], [0.168, -0.270, 0.288], [0.318, 0.213, -0.434], [-0.632, -0.139, -0.059], [0.522, -0.208, 0.072], [-0.162, 0.194, 0.037], [-0.094, -0.318, 0.162], [0.070, 0.138, -0.190], [0.413, -0.401, -0.049], [0.094, -0.012, 0.354], [-0.245, 0.058, -0.045], [0.030, 0.072, -0.235], [-0.122, -0.005, -0.140], [-0.013, 0.189, -0.023], [0.311, -0.418, -0.363], [0.594, 0.080, -0.058], [-1.883, -1.167, 3.757], [-0.237, 0.129, -0.037], [-0.983, 0.838, -0.345], [0.002, 0.111, -0.169], [-3.317, 0.262, 2.894], [-0.724, 0.795, -0.533], [3.224, -1.247, -1.246], [-0.600, -0.307, -0.744], [0.683, -0.794, 0.576], [0.210, 0.982, 0.064], [0.477, 0.237, -0.860], [1.482, -1.120, 0.297]], "lowdin_charge": [0.990, 0.932, 0.931, -0.280, -0.326, 0.085, 0.088, -0.271, 0.103, 0.119, -0.268, 0.118, 0.103, -0.325, 0.088, 0.085, -0.559, -0.133, 0.082, 0.038, 0.067, -0.547, -0.117, 0.085, 0.071, 0.058, -0.548, -0.116, 0.086, 0.058, 0.071, -0.557, -0.132, 0.082, 0.067, 0.038, -0.016, -0.113, 0.058, 0.074, 0.085, -0.114, 0.085, 0.074, 0.057, -0.114, 0.085, 0.073, 0.077, -0.114, 0.073, 0.085, 0.077, 0.104, 0.104, 0.100, 0.099, 0.073, -0.058, -0.141, 0.012, -0.513, 0.199, -0.242, 0.115, 0.095, 0.115, 0.145, 0.093]}